No. 1
DFT (ωB97M-V/def2-TZVPD) results for a structure of composition C42H105N7Na3O18P in a non-equilibrium geometry.

Summary:
* E_LUMO: 0.07 eV
* DFT total energy: -4228.88146 a.u.
* Kohn-Sham gap: 7.89 eV
* HOMO energy: -7.8 eV

Geometry as XYZ:
```
176
C42H105N7Na3O18P, DFT ωB97M-V/def2-TZVPD
Na -0.277 2.750 1.399
Na -0.994 1.298 -2.541
Na 1.353 -1.983 0.819
P 0.005 0.300 -0.325
O 0.829 0.371 1.070
O -1.004 1.429 -0.276
O -0.651 -1.064 -0.519
O 1.017 0.586 -1.529
C -3.744 -0.704 -5.928
O -3.488 -2.025 -5.619
C -3.589 -2.426 -4.215
C -2.414 -2.020 -3.289
N -2.529 -0.905 -2.369
C -3.834 -0.870 -1.703
C -4.164 -2.094 -0.881
O -5.405 -2.098 -0.137
C -6.671 -2.174 -0.789
H -2.984 -0.140 -5.387
H -4.706 -0.400 -5.516
H -3.598 -0.480 -6.985
H -3.606 -3.514 -4.154
H -4.578 -2.155 -3.846
H -1.714 -1.586 -4.003
H -1.814 -2.758 -2.756
H -1.790 -0.923 -1.680
H -4.645 -0.781 -2.426
H -3.787 -0.043 -0.995
H -3.347 -2.128 -0.160
H -4.069 -2.994 -1.489
H -6.724 -1.229 -1.331
H -7.481 -1.849 -0.135
H -6.863 -3.083 -1.359
C 3.638 -5.924 3.703
O 3.779 -4.552 4.100
C 2.832 -3.622 3.562
C 3.448 -2.296 3.245
N 3.530 -2.049 1.848
C 4.122 -0.749 1.511
C 5.306 -0.961 0.526
O 6.191 -1.952 1.138
C 7.440 -1.970 0.420
H 4.213 -6.693 4.218
H 3.667 -5.971 2.614
H 2.605 -6.204 3.906
H 2.256 -3.604 4.487
H 2.165 -3.886 2.741
H 4.430 -2.243 3.715
H 2.808 -1.522 3.667
H 4.328 -2.621 1.613
H 4.675 -0.188 2.265
H 3.330 -0.110 1.120
H 5.695 0.054 0.459
H 4.851 -1.195 -0.436
H 7.294 -2.347 -0.592
H 8.201 -2.532 0.962
H 7.972 -1.037 0.234
C -6.178 0.119 3.016
O -4.865 0.515 2.894
C -3.856 -0.472 2.696
C -2.478 -0.091 2.208
N -1.765 0.764 3.182
C -2.313 2.032 3.464
C -1.485 2.830 4.463
O -0.624 3.760 3.648
C 0.375 4.578 4.275
H -6.317 -0.281 4.021
H -6.534 -0.560 2.242
H -6.821 0.997 2.958
H -4.229 -1.277 2.062
H -3.657 -1.082 3.577
H -2.574 0.320 1.203
H -1.886 -1.005 2.181
H -0.802 0.709 2.883
H -3.198 1.850 4.074
H -2.608 2.413 2.486
H -0.775 2.230 5.034
H -2.128 3.355 5.170
H 1.156 3.876 4.570
H 0.082 5.210 5.113
H 0.861 5.300 3.618
C 2.102 -0.552 6.467
O 2.744 0.087 5.393
C 1.964 1.159 4.861
C 2.861 1.865 3.749
N 2.027 2.228 2.606
C 2.833 3.152 1.685
C 2.105 3.648 0.442
O 0.992 4.493 0.735
C 0.939 5.825 0.452
H 1.144 -0.912 6.091
H 1.888 0.217 7.209
H 2.764 -1.317 6.873
H 2.000 1.837 5.714
H 0.984 0.838 4.508
H 3.677 1.194 3.481
H 3.327 2.791 4.086
H 1.697 1.368 2.192
H 3.694 2.708 1.185
H 3.208 4.025 2.219
H 1.711 2.781 -0.089
H 2.936 4.062 -0.128
H 0.945 5.930 -0.633
H 1.672 6.487 0.913
H -0.007 6.166 0.873
C 3.304 -5.026 -0.687
O 2.099 -4.548 -0.019
C 0.927 -4.459 -0.867
C -0.446 -4.664 -0.120
N -0.671 -3.514 0.719
C -1.440 -3.918 1.889
C -0.638 -4.653 2.974
O -1.361 -5.577 3.768
C -1.179 -5.399 5.179
H 4.144 -4.707 -0.070
H 3.439 -4.576 -1.671
H 3.259 -6.115 -0.663
H 0.964 -5.156 -1.704
H 0.844 -3.452 -1.275
H -0.307 -5.603 0.415
H -1.239 -4.789 -0.858
H -1.024 -2.626 0.392
H -2.385 -4.446 1.768
H -1.851 -2.989 2.283
H -0.100 -3.993 3.654
H 0.129 -5.344 2.625
H -0.142 -5.682 5.360
H -1.813 -6.085 5.741
H -1.341 -4.498 5.771
C 5.549 1.505 -3.418
O 4.465 1.923 -4.142
C 3.339 2.232 -3.347
C 2.076 2.310 -4.108
N 1.230 1.103 -4.111
C 1.847 0.049 -4.850
C 1.189 -1.304 -4.532
O 2.101 -2.265 -4.831
C 3.022 -2.679 -3.722
H 5.741 0.443 -3.270
H 5.647 1.985 -2.444
H 6.449 1.973 -3.818
H 3.572 3.201 -2.907
H 3.270 1.545 -2.504
H 2.364 2.628 -5.110
H 1.459 3.010 -3.546
H 1.329 0.782 -3.158
H 2.936 0.061 -4.828
H 1.719 0.373 -5.883
H 0.350 -1.545 -5.184
H 0.873 -1.365 -3.491
H 2.492 -3.293 -2.994
H 3.425 -1.897 -3.079
H 3.872 -3.210 -4.149
C -4.421 7.114 -2.948
O -3.184 6.468 -3.258
C -2.380 6.187 -2.145
C -2.836 4.997 -1.232
N -2.680 3.663 -1.730
C -3.762 3.316 -2.668
C -3.328 3.387 -4.164
O -2.337 2.365 -4.320
C -1.616 2.252 -5.536
H -5.076 6.702 -2.179
H -5.166 7.023 -3.738
H -4.192 8.171 -2.819
H -2.468 7.086 -1.535
H -1.336 6.094 -2.441
H -3.694 5.236 -0.603
H -1.960 4.932 -0.587
H -2.335 3.040 -1.015
H -4.789 3.646 -2.507
H -3.763 2.227 -2.652
H -2.782 4.305 -4.379
H -4.113 3.172 -4.890
H -0.921 1.414 -5.487
H -1.101 3.129 -5.929
H -2.349 2.017 -6.309
```

Here are the Mulliken charges for atoms 1 to 4, given in e: Na 0.6750; Na 0.0313; Na -0.1270; P -0.7721



No. 2
DFT (ωB97M-V/def2-TZVPD) results for a cluster of 7 separate species, C42H105N7O14 in total in a non-equilibrium geometry.

Summary:
* net charge: +1
* E_LUMO (alpha / beta): -2.32 / -7.43 eV
* DFT total energy: -3099.00870 a.u.
* multiplicity: 2
* Kohn-Sham gap (alpha / beta): 7.28 / 2.17 eV
* <S²>: 0.75
* HOMO energy (alpha / beta): -9.6 / -9.6 eV

Geometry as XYZ:
```
168
C42H105N7O14, DFT ωB97M-V/def2-TZVPD
C 3.556 -2.458 2.342
O 2.328 -3.125 2.113
C 2.416 -4.031 0.982
C 1.143 -4.515 0.400
N 0.462 -5.495 1.283
C -0.963 -5.732 0.938
C -1.217 -6.905 -0.037
O -2.615 -7.064 -0.322
C -3.376 -7.748 0.721
H 4.366 -3.177 2.224
H 3.443 -1.978 3.314
H 3.563 -1.673 1.586
H 2.982 -4.947 1.151
H 2.986 -3.490 0.226
H 1.434 -4.974 -0.545
H 0.404 -3.752 0.155
H 0.506 -5.190 2.245
H -1.492 -4.817 0.672
H -1.274 -6.050 1.933
H -0.550 -7.737 0.187
H -0.860 -6.644 -1.033
H -3.028 -8.778 0.804
H -4.395 -7.717 0.334
H -3.228 -7.230 1.669
C 6.949 2.916 -8.843
O 5.767 3.032 -8.091
C 5.814 2.261 -6.844
C 4.503 2.133 -6.146
N 4.681 1.280 -4.972
C 3.664 1.515 -3.956
C 3.919 0.642 -2.677
O 3.558 -0.736 -2.906
C 3.581 -1.575 -1.700
H 7.856 2.858 -8.241
H 7.036 3.799 -9.476
H 6.747 1.983 -9.368
H 6.504 2.546 -6.050
H 6.078 1.282 -7.245
H 3.678 1.774 -6.760
H 4.167 3.132 -5.869
H 5.584 1.058 -4.577
H 2.725 1.204 -4.413
H 3.672 2.560 -3.649
H 3.291 1.034 -1.876
H 4.955 0.490 -2.376
H 4.349 -1.383 -0.951
H 3.468 -2.648 -1.854
H 2.660 -1.267 -1.205
C -5.541 -3.069 -3.818
O -6.871 -2.517 -4.122
C -7.480 -1.829 -2.966
C -8.923 -1.329 -3.373
N -9.523 -0.476 -2.299
C -9.762 -1.029 -0.922
C -10.093 0.184 0.007
O -9.192 0.522 0.989
C -9.414 -0.156 2.220
H -5.017 -2.245 -3.334
H -5.122 -3.326 -4.791
H -5.676 -3.815 -3.035
H -6.840 -0.954 -2.853
H -7.457 -2.468 -2.083
H -9.496 -2.249 -3.490
H -8.911 -0.886 -4.368
H -8.949 0.354 -2.262
H -8.916 -1.589 -0.523
H -10.642 -1.671 -0.877
H -11.120 -0.015 0.313
H -10.243 1.093 -0.574
H -8.788 0.382 2.931
H -9.196 -1.192 1.959
H -10.441 -0.096 2.579
C 6.590 5.374 -1.349
O 5.215 5.476 -1.755
C 5.137 5.946 -3.097
C 3.721 5.714 -3.458
N 2.782 6.460 -2.627
C 1.336 6.082 -2.615
C 0.657 6.511 -1.362
O 1.427 6.075 -0.232
C 1.449 6.934 0.960
H 7.177 6.292 -1.371
H 7.112 4.522 -1.785
H 6.514 5.010 -0.324
H 5.835 5.498 -3.804
H 5.299 7.024 -3.127
H 3.417 4.674 -3.339
H 3.569 5.870 -4.526
H 3.213 6.588 -1.722
H 1.268 5.004 -2.467
H 0.828 6.126 -3.578
H -0.316 6.146 -1.034
H 0.580 7.598 -1.402
H 0.431 7.234 1.211
H 2.078 7.819 0.868
H 1.906 6.486 1.843
C 2.935 0.934 4.569
O 3.814 1.972 4.131
C 3.844 2.111 2.667
C 4.829 3.212 2.380
N 6.207 2.766 2.724
C 7.062 3.902 2.862
C 8.321 3.464 3.520
O 8.306 2.986 4.819
C 7.568 3.692 5.775
H 2.214 1.369 5.261
H 3.554 0.310 5.214
H 2.256 0.414 3.894
H 2.819 2.238 2.317
H 4.273 1.246 2.163
H 4.533 3.969 3.106
H 4.835 3.619 1.369
H 6.261 2.312 3.625
H 6.608 4.782 3.320
H 7.344 4.140 1.837
H 9.046 4.276 3.454
H 8.839 2.738 2.894
H 7.901 4.662 6.144
H 7.507 3.012 6.624
H 6.537 3.799 5.437
C 0.502 3.548 2.587
O 0.218 2.397 1.800
C 0.094 2.892 0.416
C 0.027 1.737 -0.650
N -1.272 1.027 -0.698
C -1.044 -0.437 -0.737
C -2.370 -1.245 -0.868
O -2.098 -2.604 -0.882
C -3.300 -3.376 -0.704
H -0.436 3.989 2.925
H 0.932 4.339 1.973
H 1.158 3.362 3.438
H 0.935 3.504 0.089
H -0.861 3.417 0.383
H 0.811 1.029 -0.378
H 0.201 2.073 -1.672
H -1.849 1.440 0.020
H -0.450 -0.682 0.143
H -0.343 -0.691 -1.532
H -2.712 -0.950 -1.861
H -3.056 -0.907 -0.092
H -3.553 -3.373 0.356
H -3.354 -4.424 -0.997
H -4.216 -2.924 -1.084
C -1.854 -3.582 4.735
O -1.678 -4.862 4.140
C -2.526 -5.952 4.472
C -4.023 -5.706 4.452
N -4.427 -5.269 3.136
C -5.916 -5.276 3.035
C -6.376 -4.301 1.934
O -5.550 -3.143 1.987
C -6.111 -2.000 1.308
H -2.285 -3.416 5.722
H -2.417 -2.928 4.069
H -0.854 -3.156 4.658
H -2.270 -6.237 5.492
H -2.393 -6.865 3.891
H -4.414 -5.171 5.317
H -4.420 -6.709 4.603
H -4.059 -4.365 2.878
H -6.393 -5.084 3.996
H -6.217 -6.243 2.632
H -7.341 -3.990 2.334
H -6.362 -4.677 0.911
H -5.630 -1.059 1.575
H -7.014 -1.846 1.899
H -6.260 -1.981 0.228
```

Here are the Mulliken charges for atoms 1 to 4, given in e: C -0.4139; O -0.2815; C -0.3844; C 0.0147